[1]
Density functional theory data (wB97M-V/def2-TZVPD) for a 20-piece molecular cluster, C26H39Cl57N2O2PSi overall.

Structure (XYZ):
```
128
Properties=species:S:1:pos:R:3:forces:R:3:mulliken_charge:R:1
C -0.072 -2.554 -2.095 -0.074 0.962 -0.391 -0.9804
Si -0.125 -1.073 -3.314 -0.754 -0.939 -0.025 0.2514
C -0.579 -1.789 -5.013 -0.247 0.513 0.263 -0.7748
C -1.471 0.143 -2.731 0.697 -0.323 -0.609 -0.3819
C 1.579 -0.133 -3.329 -0.933 -0.049 0.271 -0.1229
C 1.466 1.346 -2.863 1.296 -0.450 0.417 -0.8795
N 1.007 2.253 -3.975 0.861 -0.836 0.280 0.0099
C 2.092 2.180 -5.013 -0.536 0.325 -1.042 -0.7072
C 2.065 0.742 -5.581 -1.033 0.462 -0.016 -0.5582
N 2.293 -0.324 -4.604 1.813 2.194 -0.508 0.3367
P 3.969 -0.810 -4.359 0.993 -3.058 0.839 0.1467
O 4.918 -0.218 -5.613 -1.740 0.606 1.059 -0.4761
O 4.597 -0.125 -2.934 -0.623 0.710 -1.711 -0.3213
H -0.605 -3.398 -2.550 0.321 0.085 0.049 0.0286
H -0.607 -2.298 -1.169 0.401 -0.085 -0.058 0.3572
H 0.983 -2.796 -1.907 -0.374 -0.276 0.175 0.3310
H -1.673 -1.676 -5.112 0.306 0.034 -0.024 0.2399
H -0.123 -1.261 -5.859 -0.046 -0.335 0.116 0.0953
H -0.399 -2.868 -5.064 0.320 0.310 -0.070 0.2690
H -1.630 0.964 -3.454 -0.008 -0.163 0.365 0.2425
H -1.184 0.537 -1.749 -0.403 0.037 -0.201 -0.3569
H -2.415 -0.414 -2.667 0.233 0.203 0.146 0.4183
H 2.169 -0.639 -2.542 -0.202 0.202 -0.192 0.8420
H 2.484 1.688 -2.617 -0.333 0.144 -0.065 0.3659
H 0.883 1.486 -1.952 -0.282 -0.157 -0.388 0.1534
H 0.844 3.213 -3.652 -0.039 -0.228 0.082 0.3715
H 0.169 1.855 -4.402 -0.273 0.227 0.141 0.2214
H 3.051 2.507 -4.603 -0.251 -0.265 0.282 0.3198
H 1.817 2.915 -5.785 0.131 -0.375 0.024 0.4978
H 2.731 0.715 -6.448 0.109 -0.352 0.362 0.5824
H 1.041 0.590 -5.985 0.298 0.131 -0.006 -0.0376
H 5.718 0.176 -5.249 0.464 0.034 -0.026 0.1885
H 4.942 0.762 -3.113 0.179 0.222 0.402 0.2502
C -3.173 1.408 0.736 -0.018 0.022 0.013 -0.1997
Cl -3.630 2.904 -0.085 1.113 -0.162 0.799 -0.0872
Cl -3.897 0.012 -0.066 -0.028 0.039 0.072 0.0104
Cl -1.411 1.257 0.807 -0.062 -0.018 0.172 0.1081
H -3.550 1.450 1.753 0.027 -0.046 -0.029 0.2716
C 8.276 -0.896 -2.966 0.166 -0.474 0.011 0.1418
Cl 7.766 0.558 -3.850 0.050 0.227 -0.060 -0.1669
Cl 7.681 -2.354 -3.761 0.051 0.270 0.018 -0.0840
Cl 10.031 -0.936 -2.813 -0.177 0.085 -0.005 -0.1120
H 7.847 -0.852 -1.973 -0.035 0.054 -0.055 0.2414
C -2.819 -0.531 -8.417 0.021 -0.315 0.005 -0.1536
Cl -4.415 -0.977 -7.808 0.068 0.059 -0.053 -0.0925
Cl -2.004 0.563 -7.288 -0.034 0.184 -0.015 -0.0850
Cl -1.837 -1.967 -8.707 -0.064 0.126 0.024 -0.1025
H -2.949 -0.010 -9.357 0.002 0.023 0.053 0.4250
C 1.656 0.619 3.611 -0.204 -0.116 0.204 -0.3343
Cl 0.240 1.496 4.197 0.074 0.003 -0.059 -0.0769
Cl 1.553 -1.089 4.030 0.198 0.198 0.041 -0.0165
Cl 1.828 0.806 1.861 0.116 0.089 -0.131 -0.0013
H 2.536 1.037 4.086 -0.022 0.023 -0.055 0.3949
C 5.456 -5.437 -1.524 0.039 -0.077 -0.078 0.0259
Cl 4.975 -3.994 -2.426 -0.109 -0.046 0.081 -0.0201
Cl 4.858 -6.894 -2.324 0.015 0.075 0.073 -0.1248
Cl 7.209 -5.502 -1.330 -0.076 0.035 0.006 -0.1182
H 5.011 -5.386 -0.537 -0.003 -0.005 -0.037 0.2037
C -3.859 5.923 2.807 -0.148 0.018 0.186 -0.0358
Cl -3.052 4.354 2.684 0.169 0.173 0.331 -0.0804
Cl -5.607 5.734 2.640 0.095 -0.004 -0.046 -0.0997
Cl -3.458 6.714 4.333 -0.001 -0.040 -0.128 -0.1187
H -3.507 6.549 1.997 -0.003 -0.036 0.019 0.2931
C 1.842 4.929 -0.948 0.076 -0.202 0.415 -0.1253
Cl 3.181 4.532 0.125 -0.153 0.039 -0.146 -0.0858
Cl 2.350 4.799 -2.642 0.145 0.269 -0.134 -0.1276
Cl 0.458 3.872 -0.651 -0.074 0.098 0.042 0.0048
H 1.538 5.951 -0.756 0.019 -0.011 -0.111 0.4034
C -0.706 -4.298 3.900 0.004 -0.067 -0.175 -0.1164
Cl -1.200 -2.798 3.105 0.073 -0.188 -0.005 0.0064
Cl -1.426 -5.693 3.093 0.039 0.076 0.085 -0.1302
Cl 1.059 -4.436 3.925 -0.089 -0.042 0.062 -0.0400
H -1.061 -4.275 4.922 0.016 0.023 -0.035 0.3046
C 3.902 -6.557 5.869 0.076 -0.174 0.045 0.0146
Cl 3.134 -7.963 5.129 0.016 0.128 0.035 -0.1172
Cl 5.272 -7.046 6.870 -0.135 0.034 0.006 -0.1225
Cl 4.417 -5.406 4.630 -0.405 0.012 -0.015 -0.0615
H 3.175 -6.067 6.504 0.023 -0.004 -0.030 0.3054
C 0.426 2.444 8.408 -0.055 -0.022 -0.160 -0.0562
Cl 1.525 1.270 7.677 0.023 -0.006 0.096 -0.1043
Cl 0.945 4.094 8.042 -0.048 0.005 0.032 -0.1124
Cl -1.229 2.177 7.853 0.091 0.018 0.051 -0.0970
H 0.451 2.310 9.483 0.014 0.012 -0.035 0.3692
C -6.458 -2.196 -4.770 -0.128 -0.257 0.242 0.4065
Cl -8.223 -2.186 -4.847 0.153 0.045 -0.007 -0.1258
Cl -5.883 -1.408 -3.293 -0.091 0.018 -0.083 -0.0089
Cl -5.823 -3.840 -4.833 -0.289 0.123 -0.160 -0.0895
H -6.077 -1.647 -5.620 0.004 0.021 0.036 -0.1741
C -5.363 2.715 -2.263 -0.706 -0.158 -0.582 0.1597
Cl -4.369 1.537 -3.126 -0.090 0.380 -0.059 0.0437
Cl -4.729 4.351 -2.483 -0.128 0.045 -0.105 -0.1478
Cl -7.043 2.614 -2.794 -0.004 0.013 -0.073 -0.1041
H -5.326 2.476 -1.207 -0.384 -0.028 -0.530 0.0121
C -5.705 -0.901 2.985 -0.032 -0.061 0.174 0.2158
Cl -4.011 -1.395 3.086 -0.211 0.012 0.105 -0.0434
Cl -6.672 -1.716 4.211 0.153 0.094 -0.015 -0.1046
Cl -5.848 0.857 3.139 -0.028 0.029 -0.060 -0.1184
H -6.083 -1.187 2.011 0.036 0.024 0.012 0.0135
C 4.014 5.978 8.706 0.019 0.137 0.169 0.1998
Cl 3.041 7.426 8.419 0.016 -0.121 -0.025 -0.1250
Cl 5.654 6.194 8.081 -0.053 -0.093 -0.050 -0.1062
Cl 4.051 5.582 10.425 -0.017 -0.013 -0.124 -0.1167
H 3.557 5.151 8.177 0.038 0.020 0.011 0.1509
C -9.608 -3.641 1.737 0.050 -0.143 0.211 -0.0405
Cl -8.514 -2.304 1.357 -0.128 0.043 -0.231 -0.0212
Cl -8.778 -5.190 1.564 -0.053 0.096 -0.026 -0.1238
Cl -10.266 -3.462 3.365 0.024 0.012 -0.118 -0.1147
H -10.430 -3.615 1.033 0.042 0.028 0.007 0.3191
C -10.365 2.683 -0.505 -0.060 -0.010 0.130 0.0218
Cl -12.074 2.955 -0.155 0.109 -0.017 -0.053 -0.1266
Cl -9.367 3.938 0.236 0.004 -0.029 -0.052 -0.0931
Cl -9.861 1.081 0.047 0.015 0.029 -0.050 -0.0465
H -10.227 2.730 -1.578 0.006 0.001 0.036 0.2415
C 8.917 7.777 8.595 0.115 0.053 0.133 0.2462
Cl 8.325 7.988 10.245 -0.004 -0.021 -0.102 -0.1072
Cl 9.799 9.210 8.058 -0.065 -0.064 -0.009 -0.1258
Cl 9.933 6.336 8.474 -0.077 0.031 -0.026 -0.1210
H 8.062 7.644 7.944 0.027 0.029 0.017 0.1075
C 7.316 -4.118 3.924 0.235 -0.149 0.063 -0.0760
Cl 7.670 -5.717 4.582 0.238 0.155 -0.099 -0.0871
Cl 8.769 -3.114 3.901 -0.097 -0.006 0.000 -0.1353
Cl 6.625 -4.250 2.301 0.002 0.061 -0.022 -0.0423
H 6.585 -3.642 4.566 0.023 -0.017 -0.028 0.3296
C -2.233 -5.952 -4.139 0.046 -0.118 -0.146 -0.0447
Cl -2.665 -4.450 -4.965 0.168 -0.224 0.078 -0.0099
Cl -2.986 -7.337 -4.934 0.022 0.101 0.080 -0.1257
Cl -0.476 -6.146 -4.078 -0.060 0.043 0.045 -0.1197
H -2.605 -5.900 -3.123 0.015 0.012 -0.037 0.3174
```
Forces are in eV/Å.

Computed properties:
Kohn-Sham gap: 0.3175 hartree
Charge: +1
HOMO: -0.409 Ha

***

[2]
Density functional theory data (wB97M-V/def2-TZVPD) for a 2-piece molecular cluster, C5H15N2O overall.

Structure (XYZ):
```
23
Properties=species:S:1:pos:R:3:forces:R:3:nbo_charge:R:1
C 1.626 -2.454 0.806 1.083 -0.890 0.309 -0.5830
C 1.188 -1.065 0.368 2.351 3.682 -1.296 -0.0583
C 0.077 -0.677 1.392 -0.708 -1.195 0.052 -0.4693
C -0.510 0.554 0.878 0.351 2.490 0.871 -0.1705
C -1.723 0.850 0.423 2.819 1.292 -0.502 -0.0260
N -1.759 2.222 -0.219 -4.004 0.618 1.185 -0.7289
N 0.884 -1.042 -1.094 -1.348 -1.747 3.723 -0.4146
H 0.905 -3.209 0.528 -0.349 -0.219 0.084 0.2461
H 2.595 -2.750 0.413 0.049 0.118 -0.057 0.2665
H 1.678 -2.358 1.911 0.058 -0.292 -0.612 0.2838
H 2.036 -0.256 0.238 -1.090 -1.624 1.847 0.2534
H -0.661 -1.515 1.512 0.557 0.657 -0.337 0.2602
H 0.543 -0.580 2.407 -0.102 0.187 -1.038 0.3003
H 0.235 1.432 0.912 -1.035 -1.406 -0.342 0.2284
H -2.609 0.269 0.429 -0.746 -0.277 -0.283 0.2619
H -0.930 2.846 -0.049 -1.048 -0.774 0.303 0.4725
H -1.840 2.180 -1.266 -0.068 -0.228 0.988 0.4805
H -2.736 2.617 0.211 3.024 -0.165 -1.531 0.4819
H 0.168 -1.714 -1.209 -1.700 -0.673 -1.281 0.4117
H 1.630 -1.213 -1.707 1.719 0.175 -1.307 0.4348
H 0.429 1.288 -2.600 2.043 0.105 -4.826 0.4889
H 0.388 0.475 -1.336 -1.070 2.433 -1.057 0.4420
O 0.043 1.373 -1.801 -0.785 -2.268 5.108 -0.8621
```
Forces are in eV/Å.

Computed properties:
Kohn-Sham gap (alpha / beta): 0.4403 / 0.2071 hartree
Energy relative to the best compared isomer or geometry (same formula, charge and spin): 91.3 kcal/mol
Multiplicity: 2
Charge: +2
HOMO (alpha / beta): -0.690 / -0.688 Ha

***

Calculated total energy per entry: -28135.5931; -383.4649 a.u.
Max |F| per entry: 3.3; 5.6 eV/A